Model P:
24
Properties=species:S:1:pos:R:3:lowdin_charge:R:1 method="wB97M-V/def2-TZVPD" orbital_gap_ev="6.59 / 6.59" lumo_energy_ev="0.6413 / 0.6412" spin_multiplicity=1
C 1.16645 0.54844 -0.08233 -0.477
C -3.12907 -0.71859 0.37863 -0.174
C 1.82423 -0.05256 -1.30280 -0.119
C 1.92883 0.27560 1.19199 -0.114
C 0.87918 2.01681 -0.27201 -0.118
C -0.51785 -0.94413 0.15567 -0.233
N -0.16802 -2.20700 0.35870 0.128
C -1.21169 0.08199 0.17289 0.060
O -3.90287 0.24926 -0.27740 -0.132
H -3.73844 0.18463 -1.22446 0.079
H 0.26811 -2.72547 -0.38724 0.106
H -0.18831 -2.59547 1.28852 0.114
H -3.34518 -0.67868 1.44303 0.064
H -3.23572 -1.72433 -0.03880 0.067
H -1.53476 1.05509 -0.13526 0.075
H 2.79857 0.41790 -1.51433 0.079
H 1.20585 0.07524 -2.19492 0.076
H 2.03139 -1.11881 -1.17363 0.061
H 2.08778 -0.79480 1.35031 0.064
H 2.93117 0.73414 1.17655 0.080
H 1.40602 0.67790 2.06248 0.076
H 0.38636 2.45230 0.60077 0.077
H 0.25393 2.19602 -1.15198 0.074
H 1.80405 2.59452 -0.42437 0.086

Model Q:
24
Properties=species:S:1:pos:R:3:lowdin_charge:R:1 method="wB97M-V/def2-TZVPD" orbital_gap_ev="8.41 / 6.00" lumo_energy_ev="0.8198 / 0.4065" spin_multiplicity=1
C 1.81787 -0.50988 -0.04232 -0.306
C -0.34945 0.47208 -0.17364 -0.246
C -0.54435 -0.82031 0.18555 -0.224
C 2.35421 0.14014 -1.27960 -0.092
C -0.23527 1.63093 0.75102 -0.072
C -0.67243 -1.32286 1.58089 -0.071
C -3.11728 -0.09328 -1.34026 -0.236
O 2.31121 -0.07823 1.16715 -0.029
N -2.81604 0.20390 -0.16939 0.041
H 2.41438 0.88149 1.15302 0.094
H 1.80028 -1.59396 -0.04971 0.114
H -0.35562 0.69603 -1.23375 0.108
H -0.69260 -1.53028 -0.62053 0.113
H 1.83388 -0.23367 -2.16304 0.079
H 2.23253 1.22776 -1.25304 0.074
H 3.42520 -0.07050 -1.40298 0.080
H -1.20986 2.12402 0.78537 0.081
H 0.49277 2.36034 0.38385 0.078
H 0.02566 1.33709 1.76646 0.077
H -1.68538 -1.09537 1.92385 0.082
H -0.52559 -2.40176 1.63062 0.080
H 0.03817 -0.84171 2.25382 0.073
H -2.39214 -0.46096 -2.11396 0.053
H -4.15017 -0.02098 -1.73938 0.050

The least stable of them is model P.

Model P:
35
Properties=species:S:1:pos:R:3:lowdin_charge:R:1 method="wB97M-V/def2-TZVPD" orbital_gap_ev=10.26 lumo_energy_ev=0.5638 spin_multiplicity=1
C 3.24321 -1.91073 0.45263 -0.076
C 2.99643 -1.02993 -0.78786 -0.425
C 3.99570 0.12415 -0.83490 -0.085
C 1.53718 -0.56367 -0.89278 -0.115
C 1.07295 0.39112 0.22497 -0.213
N -0.16506 -0.00411 0.84938 0.102
C -1.33144 0.09409 0.17404 -0.436
O -1.38079 0.42654 -0.99827 0.105
C -2.58505 -0.23885 0.99151 -0.299
N -2.37864 0.13284 2.38772 0.046
C -3.80213 0.38692 0.31561 -0.060
C -4.10898 -0.31356 -0.99679 -0.538
O -3.97292 -1.49467 -1.18649 0.107
O -4.60838 0.52941 -1.91940 0.105
C 1.01894 1.84570 -0.26356 -0.478
O 1.64391 2.27377 -1.20105 0.115
O 0.25986 2.62947 0.52146 0.118
H 4.23304 -2.32658 0.46753 0.063
H 3.09248 -1.37952 1.38767 0.067
H 2.52609 -2.77756 0.43565 0.093
H 3.18702 -1.62908 -1.67700 0.128
H 5.03645 -0.27631 -0.87622 0.088
H 3.84305 0.79831 -1.70586 0.085
H 3.90251 0.77294 0.03584 0.071
H 0.86698 -1.46764 -0.85612 0.137
H 1.37623 -0.10540 -1.86275 0.117
H 1.81034 0.43666 1.04399 0.156
H -0.26438 -0.06896 1.87578 0.146
H -2.71819 -1.32680 0.93755 0.157
H -3.08854 -0.29914 2.96959 0.084
H -2.46227 1.14554 2.49971 0.094
H -3.65322 1.47194 0.16104 0.138
H -4.69102 0.25779 0.94442 0.133
H -4.76324 -0.00346 -2.72946 0.140
H 0.33189 3.49879 0.11244 0.128

Model Q:
35
Properties=species:S:1:pos:R:3:lowdin_charge:R:1 method="wB97M-V/def2-TZVPD" orbital_gap_ev=9.76 lumo_energy_ev=0.4701 spin_multiplicity=1
C -3.68323 1.76494 0.23977 -0.099
C -2.48725 1.24706 -0.39032 -0.356
C -1.27338 2.19105 -0.05696 -0.046
C -2.28461 -0.32054 0.00953 -0.196
N -0.96043 -0.81004 -0.22945 0.077
C -0.00935 -0.99616 0.82614 -0.403
O -0.13320 -0.70108 1.96694 0.080
C 1.39713 -1.49892 0.13715 -0.324
N 1.38395 -1.35862 -1.27601 0.008
C 2.74822 -1.23169 0.90654 -0.117
C 3.49044 0.11895 0.79148 -0.095
C 4.43041 0.30709 -0.41395 -0.553
O 3.95692 0.50052 -1.44420 0.139
O 5.77437 0.17079 -0.11455 0.120
C -3.48149 -1.07061 -0.49140 -0.572
O -3.59206 -1.57514 -1.55258 0.140
O -4.45772 -1.14118 0.38044 0.113
H -3.61446 2.80051 -0.08726 0.093
H -3.61536 1.58834 1.26461 0.080
H -4.57510 1.30731 -0.08723 0.073
H -2.69332 1.29836 -1.52659 0.165
H -1.72103 3.11817 -0.12224 0.026
H -1.07011 1.95247 1.00486 0.091
H -0.32862 2.27944 -0.65299 0.088
H -2.32582 -0.44029 1.20392 0.192
H -0.36399 -1.16370 -1.08354 0.142
H 1.33755 -2.60975 0.30748 0.148
H 2.22133 -1.82740 -1.60848 0.089
H 1.70836 -0.29135 -1.43781 0.150
H 3.52038 -1.89107 0.37681 0.130
H 2.65307 -1.65507 1.94324 0.129
H 2.80178 1.03456 0.51545 0.161
H 4.05341 0.48962 1.57236 0.078
H 6.18167 0.33326 -0.93555 0.084
H -4.98843 -1.91984 0.06436 0.161

The least stable of them is model Q.

Model P:
16
Properties=species:S:1:pos:R:3:lowdin_charge:R:1 method="wB97M-V/def2-TZVPD" orbital_gap_ev=7.01 charge=-1 lumo_energy_ev=3.8656 spin_multiplicity=1
C 0.92242 0.86207 0.81918 -0.519
O 1.50240 0.47561 -0.24383 -0.285
C -0.12562 -0.38001 1.22103 -0.151
C -1.03117 -0.45545 -0.01696 -0.194
C -2.43381 0.10379 0.27110 -0.295
O -3.37118 -0.60602 0.15958 0.017
H 1.44062 1.30212 1.62091 0.055
H 0.19811 1.68684 0.58187 0.074
H 0.65285 -1.15280 1.17562 0.093
H -0.71555 -0.25231 2.09567 0.068
H -1.19468 -1.52034 -0.14488 0.100
H -0.75662 -0.06674 -0.91951 0.073
H -2.59044 1.08895 0.85566 0.131
H 2.64903 -0.52144 -2.18259 0.045
H 3.03695 0.34947 -1.08649 0.009
O 3.52989 -0.08160 -1.88604 -0.221

Model Q:
16
Properties=species:S:1:pos:R:3:lowdin_charge:R:1 method="wB97M-V/def2-TZVPD" orbital_gap_ev=8.42 charge=-1 lumo_energy_ev=4.0125 spin_multiplicity=1
C -1.64598 -0.87787 1.10814 -0.341
C -1.35148 0.37742 0.34219 -0.104
O -0.60701 -1.81869 1.41527 -0.139
H -2.19611 -0.79799 2.09134 0.107
H -2.24458 -1.53739 0.42497 0.106
H -2.14414 1.10954 0.48328 0.068
H 0.18046 -1.56524 0.86889 0.056
H -1.38078 0.08980 -0.72192 0.081
H -0.33663 0.71194 0.53586 0.046
C 1.93922 1.08685 -0.50969 -0.061
C 1.29845 0.04235 -1.50571 -0.784
O 1.36461 0.25921 -2.72800 -0.083
O 0.84919 -0.97218 -0.91541 -0.117
H 2.91201 1.46149 -1.01841 0.084
H 2.12026 0.55845 0.44364 0.057
H 1.24250 1.87232 -0.31443 0.025

Model R:
16
Properties=species:S:1:pos:R:3:lowdin_charge:R:1 method="wB97M-V/def2-TZVPD" orbital_gap_ev=8.41 charge=-1 lumo_energy_ev=3.7842 spin_multiplicity=1
O 0.82529 0.73604 2.30111 -0.090
C -0.24476 0.87753 1.62384 -0.690
O -1.06912 1.79146 1.72539 -0.045
C -0.49182 -0.18781 0.50451 -0.135
C -0.76581 0.48378 -0.85545 -0.279
C -0.64761 -0.27937 -2.18449 -0.134
H -1.34996 -0.83547 0.71318 0.105
H 0.39634 -0.80225 0.38633 0.081
H 0.03119 1.26375 -0.95073 0.114
H -1.70967 1.02479 -0.76670 0.094
H 0.30590 -0.26436 -2.72611 0.057
H -0.74538 -1.37206 -2.08708 0.058
H -1.49446 0.15129 -2.74054 0.060
H 1.81589 -0.41482 2.10184 -0.012
H 2.78393 -0.90041 1.08996 -0.010
O 2.36003 -1.27209 1.86493 -0.172

Model S:
16
Properties=species:S:1:pos:R:3:lowdin_charge:R:1 method="wB97M-V/def2-TZVPD" orbital_gap_ev=8.05 charge=-1 lumo_energy_ev=3.9149 spin_multiplicity=1
C -0.78760 1.63618 -0.19810 -0.298
C -1.76188 2.74698 -0.06347 -0.127
O 0.27450 1.96155 0.73709 -0.125
H -1.05008 0.64783 0.02437 0.050
H -0.23750 1.84455 -1.13709 0.111
H -2.79597 2.55512 -0.39494 0.062
H 0.72704 1.22378 1.16148 0.073
H -1.56417 3.77707 -0.50312 0.082
H -1.92925 2.94764 1.00444 0.066
C 1.19462 -1.96900 -1.38482 -0.049
C 0.59357 -1.69826 0.04283 -0.767
O -0.56771 -1.19938 0.19420 -0.130
O 1.30218 -2.14314 0.94823 -0.086
H 1.18834 -1.14251 -2.05048 0.029
H 0.56351 -2.71465 -1.94026 0.062
H 2.12330 -2.52289 -1.24642 0.047

The least stable of them is model P.